w.
Molecular formula: C11H22N3O
Method: DFT, the ωB97M-V functional and the def2-TZVPD basis

Output
Multiplicity: 1
Structure (SMILES): CCCC[C@@]1(C2CC2)NC(=[NH2+])N(C)[C@H]1O
E_HOMO in eV: -13.68
Charge: +1

Each line ends with the Mulliken charge.
CARTESIAN COORDINATES (ANGSTROEM)
C: -0.567 -2.249 0.073  0.213
C: 2.221 -0.281 1.580  -0.737
C: 2.573 -1.407 0.625  -0.611
C: 1.956 -0.178 0.115  -0.508
C: 0.527 -1.291 -1.656  -0.286
C: 0.485 -0.259 -0.453  1.620
C: -1.702 3.992 1.376  -1.245
C: -0.220 -3.701 -1.869  -1.177
C: -0.078 1.125 -0.757  -1.130
C: -1.417 3.211 0.167  -0.516
C: -0.857 1.785 0.461  -1.255
N: 0.081 -2.544 -1.019  0.080
N: -0.449 -0.971 0.436  -0.459
N: -1.371 -3.028 0.835  -0.384
O: -0.439 -0.946 -2.639  -0.628
H: 1.499 -0.400 2.386  0.195
H: 3.139 0.250 1.888  0.326
H: 3.648 -1.543 0.696  0.369
H: 1.978 -2.436 0.569  0.089
H: 2.535 0.365 -0.642  0.612
H: 1.541 -1.351 -2.121  0.409
H: -2.836 3.923 1.657  0.248
H: -1.483 5.110 1.232  0.310
H: -1.084 3.635 2.114  0.440
H: -1.223 -4.123 -1.853  0.358
H: 0.170 -3.421 -2.846  0.391
H: 0.435 -4.413 -1.573  0.503
H: 0.702 1.960 -0.955  0.275
H: -0.949 1.131 -1.429  0.491
H: -0.563 3.674 -0.192  0.322
H: -2.150 3.183 -0.590  0.525
H: -0.121 2.029 1.102  0.559
H: -1.599 1.154 0.825  0.469
H: -0.621 -0.681 1.315  0.288
H: -1.955 -3.776 0.408  0.254
H: -1.751 -2.622 1.575  0.192
H: -0.274 -0.053 -3.096  0.400

=====

x.
Molecular formula: C11H22N3O
Method: DFT, the ωB97M-V functional and the def2-TZVPD basis

Output
Multiplicity: 1
Structure (SMILES): CCCC[C@@]1(C2CC2)NC(=[NH2+])N(C)[C@H]1O
E_HOMO in eV: -13.13
Charge: +1

Each line ends with the Mulliken charge.
CARTESIAN COORDINATES (ANGSTROEM)
C: -0.001 0.355 -2.499  0.463
C: -1.603 1.648 0.781  -0.983
C: -2.400 0.866 -0.246  -0.496
C: -1.281 0.177 0.546  -0.454
C: -0.867 -1.398 -1.414  -0.238
C: -0.160 -0.378 -0.264  0.567
C: 1.897 0.889 3.686  -1.621
C: -1.201 -1.223 -3.922  -0.931
C: 0.889 -1.141 0.599  -0.744
C: 0.857 0.340 2.717  0.465
C: 1.627 -0.169 1.517  -0.901
N: -0.614 -0.798 -2.712  0.069
N: 0.408 0.513 -1.225  -0.109
N: 0.559 1.081 -3.507  -0.457
O: -0.295 -2.632 -1.290  -0.466
H: -0.915 2.369 0.453  0.314
H: -2.144 1.909 1.656  0.375
H: -3.504 0.743 0.076  0.248
H: -2.072 0.795 -1.282  0.174
H: -1.503 -0.578 1.371  0.393
H: -1.970 -1.437 -1.092  0.272
H: 2.673 0.297 3.989  0.500
H: 1.407 1.300 4.551  0.373
H: 2.385 1.640 3.135  0.384
H: -1.696 -2.231 -3.859  0.349
H: -2.266 -0.640 -4.222  0.294
H: -0.511 -1.064 -4.768  0.364
H: 0.540 -2.012 1.081  0.449
H: 1.741 -1.539 -0.094  0.309
H: 0.078 1.196 2.373  -0.104
H: 0.101 -0.467 3.138  0.209
H: 2.095 0.712 0.998  0.172
H: 2.442 -0.656 2.049  0.554
H: 1.184 1.238 -1.057  0.402
H: 0.119 0.990 -4.355  0.168
H: 1.047 1.899 -3.337  0.207
H: -0.549 -3.212 -2.113  0.431

=====

If you had to bet on the most stable structure above, which would it be? Bet on w.